The following is a quantum chemistry calculation of a single C5H10O molecule, from the Open Molecules 2025 dataset.

Kohn-Sham gap = 0.392 hartree
Electronic energy = -271.73619 Eh
Maximum force = 0.010 hartree/bohr
SMILES = C[C@@H]1CCCO1
E_HOMO = -0.3500 Ha
ΔE to the lowest compared entry with this formula, charge and spin = 43.1 kJ/mol

The geometry in ORCA input format:
```
! RIJCOSX wB97M-V def2-TZVPD def2/J DEFGRID3
* xyz 0 1
O 0.043 -1.110 -0.880
C 1.889 0.024 0.197
C -1.171 0.053 0.766
C -1.214 -1.119 -0.196
C -0.441 1.052 -0.139
C 0.675 0.173 -0.697
H 2.464 -0.845 -0.118
H 1.618 -0.109 1.243
H -2.163 0.362 1.088
H -1.126 1.260 -0.965
H -0.139 2.005 0.286
H -0.549 -0.172 1.630
H -2.004 -0.949 -0.936
H 0.982 0.556 -1.671
H 2.528 0.906 0.123
H -1.394 -2.086 0.269
*
```

The Löwdin scheme yields these atomic charges, measured in e: O -0.1149; C -0.0401; C -0.1645; C -0.2038; C -0.1440; C -0.3900; H 0.0820; H 0.0737; H 0.1124; H 0.1151; H 0.1174; H 0.1032; H 0.1167; H 0.1383; H 0.0803; H 0.1181